(1)
{
  "formula": "C53H65Cl2N4O7RbS2Si3Te",
  "method": "the ωB97M-V functional and the def2-TZVPD basis",
  "symbols": ["Rb", "Cl", "C", "C", "C", "C", "O", "C", "C", "N", "C", "C", "C", "C", "C", "C", "C", "C", "N", "C", "C", "H", "H", "H", "H", "H", "H", "H", "H", "H", "H", "O", "C", "O", "C", "C", "Cl", "N", "N", "C", "C", "O", "O", "C", "C", "C", "C", "C", "C", "H", "H", "H", "H", "H", "H", "C", "Si", "C", "C", "C", "Te", "C", "Si", "C", "C", "C", "H", "H", "H", "H", "H", "H", "H", "H", "H", "H", "H", "H", "H", "H", "H", "H", "H", "H", "H", "H", "H", "H", "O", "S", "C", "C", "C", "C", "C", "C", "C", "C", "C", "C", "C", "C", "H", "H", "H", "H", "H", "H", "H", "H", "H", "H", "C", "Si", "C", "C", "C", "H", "H", "H", "H", "H", "H", "H", "H", "H", "H", "H", "C", "S", "C", "O", "H", "H", "H", "H", "H", "H"],
  "xyz": [[-0.0207, -0.3380, 0.0580], [-0.0558, 6.8793, -3.2236], [-0.3856, 5.2612, -2.6264], [-0.7070, 4.2440, -3.5320], [-0.9486, 2.9761, -3.0784], [-0.8786, 2.6306, -1.6845], [-1.1122, 1.4611, -1.2836], [-0.5278, 3.7010, -0.7909], [-0.4146, 3.5320, 0.6411], [-0.5547, 2.4549, 1.3268], [-0.5725, 2.6276, 2.7207], [-1.4156, 3.5930, 3.2744], [-1.4697, 3.8056, 4.6394], [-0.6832, 3.0419, 5.4780], [0.1299, 2.0382, 4.9611], [0.9389, 1.2259, 5.8689], [1.7738, 0.3026, 5.4183], [1.8935, 0.0382, 3.9643], [1.0907, 0.8643, 3.0386], [0.1786, 1.8113, 3.5808], [-0.3036, 4.9917, -1.2857], [-0.7685, 4.4714, -4.5891], [-1.2093, 2.1801, -3.7639], [-0.1941, 4.4714, 1.1746], [-2.0531, 4.1569, 2.6068], [-2.1385, 4.5537, 5.0441], [-0.7126, 3.1905, 6.5505], [0.8127, 1.3940, 6.9301], [2.3330, -0.3460, 6.0770], [2.9363, 0.0170, 3.6316], [-0.0404, 5.7827, -0.5934], [1.8251, -2.9912, 5.7524], [2.7860, -3.4750, 5.0879], [3.7897, -4.0243, 5.5335], [2.7494, -3.2036, 3.5937], [3.4882, -3.8248, 2.6158], [4.5136, -5.1780, 2.7987], [3.1669, -3.2874, 1.4047], [2.2348, -2.3189, 1.5672], [1.9837, -2.2620, 2.8556], [1.0991, -1.2001, 3.4570], [0.1640, -1.7225, 4.3072], [0.4479, -0.3430, 2.4970], [3.7143, -3.4612, 0.1063], [2.8882, -3.2001, -0.9814], [3.3782, -3.3002, -2.2695], [4.7005, -3.6604, -2.4850], [5.5243, -3.9080, -1.3998], [5.0432, -3.8056, -0.1020], [0.6993, -2.3178, 4.9658], [1.8575, -2.9266, -0.8121], [2.7044, -3.1082, -3.0936], [5.0814, -3.7431, -3.4940], [6.5608, -4.1766, -1.5512], [5.7098, -3.9700, 0.7276], [-7.4891, 1.7462, -3.5355], [-5.9590, 1.2878, -2.5235], [-4.7690, 2.7397, -2.5101], [-6.5049, 0.9278, -0.7652], [-5.1583, -0.2300, -3.2675], [-3.1027, -0.4886, -2.6238], [-3.1751, -2.5936, -3.0501], [-3.6530, -3.6109, -1.5697], [-5.2691, -3.0356, -0.7773], [-2.2975, -3.5110, -0.2698], [-3.8672, -5.4189, -2.0634], [-8.0396, 2.5639, -3.0718], [-8.1647, 0.8960, -3.6246], [-7.2127, 2.0578, -4.5416], [-5.1720, 3.5706, -1.9315], [-4.5529, 3.1023, -3.5135], [-3.8189, 2.4585, -2.0557], [-6.9853, 1.7983, -0.3195], [-5.6443, 0.6733, -0.1552], [-7.2033, 0.0928, -0.7207], [-5.1436, -0.1858, -4.3565], [-5.6986, -1.1271, -2.9706], [-2.1379, -2.8197, -3.3474], [-3.8204, -2.7260, -3.9166], [-5.2405, -1.9621, -0.5888], [-5.4356, -3.5395, 0.1746], [-6.1278, -3.2414, -1.4163], [-2.1339, -2.4864, 0.0659], [-1.3534, -3.8727, -0.6742], [-2.5445, -4.1105, 0.6070], [-4.5371, -5.5133, -2.9166], [-4.2778, -6.0082, -1.2442], [-2.9114, -5.8529, -2.3476], [2.5103, 0.1787, -0.1293], [2.3077, 0.9154, -1.4077], [3.7322, 0.5331, -2.4331], [4.8978, 0.0978, -1.8239], [5.9860, -0.2206, -2.6177], [5.8960, -0.1126, -4.0002], [4.7128, 0.3007, -4.5968], [3.6166, 0.6199, -3.8105], [2.7858, 2.6152, -1.0685], [2.6413, 3.5851, -2.0460], [3.0169, 4.8861, -1.7604], [3.5049, 5.2045, -0.4991], [3.6171, 4.2254, 0.4786], [3.2576, 2.9164, 0.1971], [4.9230, -0.0178, -0.7498], [6.8986, -0.5755, -2.1586], [6.7445, -0.3786, -4.6167], [4.6339, 0.3498, -5.6741], [2.6740, 0.9008, -4.2588], [2.2161, 3.3343, -3.0072], [2.8883, 5.6567, -2.5076], [3.7772, 6.2261, -0.2714], [3.9746, 4.4822, 1.4671], [3.2976, 2.1361, 0.9442], [1.9793, -4.6783, -5.4116], [0.4413, -4.2354, -4.3363], [-0.9843, -4.7439, -5.5054], [0.4884, -5.5320, -2.9463], [0.2240, -2.5871, -3.6920], [1.7903, -5.5104, -6.0939], [2.8271, -4.9542, -4.7804], [2.2828, -3.8172, -6.0080], [-0.8505, -5.7508, -5.9073], [-1.0437, -4.0550, -6.3493], [-1.9412, -4.7057, -4.9890], [0.4171, -6.5484, -3.3382], [-0.3325, -5.3843, -2.2477], [1.4192, -5.4595, -2.3813], [0.6013, -2.2969, -2.7150], [0.1576, -1.7375, -4.3694], [-3.0462, -1.6707, 3.5978], [-2.7754, 0.0726, 3.2247], [-3.8368, 0.1389, 1.7704], [-3.4919, 0.8409, 4.2840], [-4.0785, -1.7795, 3.9262], [-2.3436, -1.9474, 4.3804], [-2.8466, -2.2662, 2.7104], [-3.4551, -0.5158, 0.9888], [-3.8132, 1.1647, 1.4130], [-4.8471, -0.1424, 2.0625]],
  "max_force_ev_per_a": 1.50,
  "total_charge": -2,
  "total_energy_ev": -154607.1171,
  "molar_mass_g_mol": 1302.5,
  "e_homo_ev": -1.312,
  "e_above_lowest_kcal_mol": 71.4,
  "homo_lumo_gap_ha": 0.1728
}

***

(2)
{
  "formula": "C3H5N",
  "method": "the ωB97M-V functional and the def2-TZVPD basis",
  "symbols": ["C", "C", "C", "N", "H", "H", "H", "H", "H"],
  "xyz": [[-0.7742, -0.9666, 0.0614], [0.6466, -0.3980, 0.2089], [-0.0852, 0.8846, -0.0221], [-1.2802, 0.1697, -0.2478], [-1.2342, -1.9255, 0.0400], [1.2711, -0.6191, 1.0222], [1.1570, -0.4656, -0.7611], [-0.0548, 1.7302, 0.8180], [0.3538, 1.5903, -1.1195]],
  "max_force_ev_per_a": 8.52,
  "total_charge": 0,
  "s_squared": 2.01,
  "spin_multiplicity": 3,
  "total_energy_ev": -4674.8471,
  "molar_mass_g_mol": 55.1,
  "e_homo_ev": [-5.417, -10.054],
  "e_above_lowest_kcal_mol": 59.8,
  "homo_lumo_gap_ha": [0.2419, 0.2831]
}

***

(3)
{
  "formula": "C3H2ClNO",
  "method": "the ωB97M-V functional and the def2-TZVPD basis",
  "symbols": ["O", "C", "C", "Cl", "H", "C", "N", "H"],
  "xyz": [[-0.8056, -0.8509, 2.1417], [-0.8974, -0.1411, 1.2311], [-1.1830, 0.5691, 0.1364], [-1.1631, 2.3271, 0.4510], [-1.1371, 0.2576, -0.8889], [1.6739, -0.7069, -1.1091], [0.9791, -1.2557, -0.4039], [2.5333, -0.1992, -1.5584]],
  "max_force_ev_per_a": 2.90,
  "total_charge": 0,
  "total_energy_ev": -19200.8882,
  "molar_mass_g_mol": 103.5,
  "e_homo_ev": -8.791,
  "e_above_lowest_kcal_mol": 40.5,
  "homo_lumo_gap_ha": 0.3331
}